This record from the OMol25 dataset describes C5H12N2O as an isolated structure in a non-equilibrium geometry. The level of theory is wB97M-V/def2-TZVPD.

```
! RIJCOSX wB97M-V def2-TZVPD def2/J DEFGRID3
* xyz 0 1
C -0.07455 0.86144 -0.39892
C -2.60607 0.89853 0.26187
C -0.53416 -1.47843 -0.22919
C 2.44907 -0.64628 -0.40293
N -0.18973 -0.23478 0.46099
C 1.56354 0.22552 0.43400
O -1.89296 1.33509 -0.79405
N 2.00337 0.89704 1.39177
H 0.00353 1.84373 0.04688
H 0.07930 0.72211 -1.46686
H 1.30885 1.44059 1.89777
H -3.44481 0.24001 -0.02566
H -1.92407 0.21163 0.89634
H -2.91352 1.68933 0.96920
H -0.70312 -2.25255 0.51723
H 0.24560 -1.83063 -0.90998
H -1.41963 -1.32497 -0.85243
H 2.16252 -0.63817 -1.45289
H 3.47049 -0.28371 -0.30065
H 2.41633 -1.67552 -0.04248
*
```

Gap between HOMO and LUMO in eV: 8.57
ΔE to the lowest compared entry with this formula, charge and spin in eV: 6.1665
Max |F| in eV/Å: 4.54

How positive or negative is each atom? The natural (NBO) charges in e answer that: number 1, C, carries -0.0486; number 2, C, carries -0.2502; number 3, C, carries -0.4534; number 4, C, carries -0.7024; number 5, N, carries -0.4283; number 6, C, carries 0.4722; number 7, O, carries -0.6649; number 8, N, carries -0.5960; number 9, H, carries 0.2431; number 10, H, carries 0.2110; number 11, H, carries 0.3652; number 12, H, carries 0.1563; number 13, H, carries 0.1759; number 14, H, carries 0.1485; number 15, H, carries 0.2160; number 16, H, carries 0.1954; number 17, H, carries 0.2303; number 18, H, carries 0.2294; number 19, H, carries 0.2572; number 20, H, carries 0.2431